24
Properties=species:S:1:pos:R:3 method="wB97M-V/def2-TZVPD" orbital_gap_ev=9.11 spin_multiplicity=1 total_charge=+1 e_homo_ev=-14.3 e_tot_ha=-404.996109 de_lowest_kcal_mol=77.8
C -1.510 -1.267 1.300
C -1.793 0.274 1.147
C -1.192 0.853 -0.113
C -0.001 1.780 0.162
C 1.858 2.085 -1.292
N 0.595 2.230 -1.098
H -1.393 -1.836 0.385
H -0.517 -1.440 1.818
H -2.349 -1.735 2.003
H -2.756 0.584 1.223
H -1.429 0.851 2.092
H -0.760 -0.003 -0.927
H -1.912 1.609 -0.541
H -0.308 2.643 0.854
H 0.845 1.159 0.509
H 2.401 2.490 -2.071
H 2.496 1.400 -0.688
H 0.031 2.742 -1.707
H 2.096 -2.034 0.518
H 2.242 -0.958 -0.539
O 1.959 -1.028 0.324
H -0.087 -3.168 -1.676
H 0.870 -4.037 -0.603
O 0.615 -3.195 -1.081

24
Properties=species:S:1:pos:R:3 method="wB97M-V/def2-TZVPD" orbital_gap_ev=4.31 spin_multiplicity=1 total_charge=+1 e_homo_ev=-13.7 e_tot_ha=-404.868420 de_lowest_kcal_mol=158.0
C 0.744 1.524 -1.555
C -0.607 1.090 -0.972
C -0.603 -0.045 0.064
C -1.906 -0.833 0.036
C -0.291 0.554 1.428
N 1.588 0.482 -1.889
H 0.541 2.071 -2.496
H 1.189 2.280 -0.881
H -1.232 0.788 -1.815
H -1.074 1.964 -0.522
H -2.699 -0.088 0.074
H -1.974 -1.397 0.965
H -1.125 1.231 1.638
H -0.316 -0.100 2.292
H 0.599 1.181 1.376
H 0.257 -0.653 -0.207
H 0.874 -0.513 -2.173
H 2.131 0.684 -2.738
H 0.950 -2.018 4.902
H 2.453 -1.914 4.651
O 1.603 -1.580 4.347
H -2.074 -1.501 -0.802
H 0.644 -1.814 -3.272
O 0.329 -1.396 -2.452

24
Properties=species:S:1:pos:R:3 method="wB97M-V/def2-TZVPD" orbital_gap_ev=11.57 spin_multiplicity=1 total_charge=+1 e_homo_ev=-14.6 e_tot_ha=-405.107822 de_lowest_kcal_mol=7.7
C 0.924 -1.121 -1.487
O 2.106 -0.561 -0.904
C -0.232 -0.901 -0.508
C -1.079 0.313 -0.875
C -0.378 1.674 -0.714
C -2.436 0.338 -0.167
N 0.342 -0.700 0.858
H 0.725 -0.656 -2.444
H 1.087 -2.192 -1.673
H 2.720 -0.274 -1.589
H -0.896 -1.754 -0.443
H -1.324 0.221 -1.936
H -0.169 1.965 0.321
H -1.105 2.429 -1.042
H 0.573 1.713 -1.248
H -2.948 -0.620 -0.109
H -2.419 0.768 0.826
H -3.127 0.933 -0.765
H -0.317 -0.886 1.609
H 1.196 -1.246 1.044
H 0.706 0.245 0.973
H 2.085 0.872 3.485
H 2.182 -0.603 3.701
O 1.786 0.042 3.089

25
Properties=species:S:1:pos:R:3 method="wB97M-V/def2-TZVPD" orbital_gap_ev="10.47 / 4.90" spin_multiplicity=2 total_charge=+2 e_homo_ev="-18.7 / -18.5" e_tot_ha=-479.745439 de_lowest_kcal_mol=75.3 s_squared=0.756
C 0.272 1.459 1.472
O 1.178 0.329 1.921
C 0.272 1.266 -0.047
C 0.726 -0.192 -0.493
C -0.024 -1.396 0.128
C -1.955 -2.587 -0.801
N -1.437 -1.442 -0.352
H -0.725 1.513 1.977
H 0.795 2.353 1.782
H 1.021 0.303 2.909
H 1.055 1.939 -0.475
H -0.694 1.585 -0.396
H 0.855 -0.335 -1.598
H 1.861 -0.301 -0.312
H 0.290 -2.410 0.023
H -0.203 -1.191 1.202
H -2.862 -2.639 -1.436
H -1.351 -3.555 -0.960
H -2.003 -0.636 -0.152
H 2.511 1.634 0.608
H 3.915 1.128 0.567
O 3.157 1.147 0.023
H -2.681 1.598 -2.015
H -2.341 0.225 -2.593
O -2.475 0.720 -1.721

26
Properties=species:S:1:pos:R:3 method="wB97M-V/def2-TZVPD" orbital_gap_ev=8.61 spin_multiplicity=1 total_charge=-1 e_homo_ev=-4.9 e_tot_ha=-555.796917 de_lowest_kcal_mol=43.8
C 0.397 1.781 0.832
C 1.419 0.668 0.546
C 2.289 1.095 -0.604
C 2.047 0.839 -1.879
N -0.830 1.754 0.037
C -1.599 -1.342 2.603
O -1.394 -0.282 3.118
H 0.944 2.730 0.750
H 0.100 1.753 1.888
H 0.882 -0.211 0.221
H 1.904 0.372 1.493
H 3.191 1.680 -0.369
H 2.724 1.201 -2.673
H 1.126 0.456 -2.261
H -0.591 1.336 -0.844
H -2.587 -1.492 2.203
H -0.944 -2.213 2.449
H -1.586 -0.859 -1.074
H -3.215 -0.470 -0.634
O -2.415 -0.965 -0.367
H -0.812 -0.479 -2.724
H -1.364 1.067 0.497
O -0.498 -0.615 -1.825
H -0.313 -2.921 -0.154
H 0.514 -2.144 -1.000
O 0.611 -2.740 -0.230

23
Properties=species:S:1:pos:R:3 method="wB97M-V/def2-TZVPD" orbital_gap_ev=10.10 spin_multiplicity=1 total_charge=+1 e_homo_ev=-13.3 e_tot_ha=-652.806625 de_lowest_kcal_mol=4.4
C -3.572 -1.590 -0.142
C -2.833 -0.346 -0.592
N -1.401 -0.352 -0.119
H -4.490 -1.678 -0.716
H -2.979 -2.487 -0.332
H -3.832 -1.562 0.915
H -2.786 -0.300 -1.679
H -3.271 0.574 -0.225
H -1.292 -0.096 0.863
H -0.798 0.307 -0.668
H -0.987 -1.282 -0.210
C 3.215 0.288 1.530
C 1.994 0.427 0.628
C 2.231 1.375 -0.533
S 0.760 1.611 -1.602
H 2.945 -0.235 2.444
H 3.610 1.261 1.807
H 4.013 -0.284 1.047
H 1.707 -0.553 0.239
H 1.148 0.800 1.219
H 3.048 1.036 -1.160
H 2.481 2.368 -0.169
H 1.088 0.718 -2.546

Repeat the fourth record exactly.
25
Properties=species:S:1:pos:R:3 method="wB97M-V/def2-TZVPD" orbital_gap_ev="10.47 / 4.90" spin_multiplicity=2 total_charge=+2 e_homo_ev="-18.7 / -18.5" e_tot_ha=-479.745439 de_lowest_kcal_mol=75.3 s_squared=0.756
C 0.272 1.459 1.472
O 1.178 0.329 1.921
C 0.272 1.266 -0.047
C 0.726 -0.192 -0.493
C -0.024 -1.396 0.128
C -1.955 -2.587 -0.801
N -1.437 -1.442 -0.352
H -0.725 1.513 1.977
H 0.795 2.353 1.782
H 1.021 0.303 2.909
H 1.055 1.939 -0.475
H -0.694 1.585 -0.396
H 0.855 -0.335 -1.598
H 1.861 -0.301 -0.312
H 0.290 -2.410 0.023
H -0.203 -1.191 1.202
H -2.862 -2.639 -1.436
H -1.351 -3.555 -0.960
H -2.003 -0.636 -0.152
H 2.511 1.634 0.608
H 3.915 1.128 0.567
O 3.157 1.147 0.023
H -2.681 1.598 -2.015
H -2.341 0.225 -2.593
O -2.475 0.720 -1.721